Entry 1:
Molecular formula: C32H80F4LiN2O24S4
Method: DFT, the ωB97M-V functional and the def2-TZVPD basis

Structure (XYZ):
```
147
Properties=species:S:1:pos:R:3:lowdin_charge:R:1
Li -2.780 -2.873 -0.993 0.7215
N -5.738 3.392 1.685 -0.2733
S -4.258 2.855 1.796 0.4718
O -3.927 1.487 2.086 -0.3128
O -3.310 3.856 2.225 -0.3040
F -4.109 2.852 0.174 -0.2148
S -5.970 4.015 3.226 0.5186
O -5.487 5.348 3.426 -0.2890
O -5.887 3.041 4.278 -0.3051
F -7.545 4.199 3.064 -0.2121
N -1.468 -1.441 -1.038 -0.3623
S -1.683 0.079 -0.281 0.5230
O -2.018 1.160 -1.153 -0.2295
O -0.862 0.402 0.836 -0.2415
F -3.071 -0.380 0.326 -0.1779
S -0.036 -1.164 -1.590 0.4353
O 0.985 -1.190 -0.576 -0.2849
O 0.063 -0.306 -2.726 -0.2505
F 0.155 -2.605 -2.321 -0.2221
C -5.951 -3.231 -1.111 -0.0930
O -4.792 -3.029 -0.332 -0.2589
C -4.992 -3.431 1.033 -0.1612
C -3.791 -3.012 1.855 -0.1527
O -2.601 -3.254 1.092 -0.2811
C -1.376 -2.924 1.733 -0.0803
H -6.121 -4.294 -1.299 0.0940
H -5.982 -2.579 -1.983 0.0964
H -6.846 -2.874 -0.580 0.0965
H -5.167 -4.508 0.952 0.1324
H -5.850 -2.914 1.470 0.1384
H -3.724 -3.611 2.763 0.1385
H -3.804 -1.925 1.968 0.1308
H -0.573 -3.161 1.036 0.0791
H -1.270 -3.480 2.667 0.1020
H -1.295 -1.845 1.896 0.0719
C 2.106 2.662 -1.017 -0.1086
O 1.873 3.394 0.165 -0.1655
C 1.962 2.571 1.318 -0.2032
C 1.126 3.189 2.436 -0.2158
O 1.379 4.554 2.566 -0.1640
C 0.351 5.224 3.265 -0.0967
H 3.039 2.084 -1.028 0.0908
H 2.219 3.402 -1.811 0.0849
H 1.239 2.021 -1.199 0.0743
H 3.021 2.613 1.636 0.1153
H 1.749 1.518 1.126 0.1118
H 1.227 2.536 3.310 0.1099
H 0.107 3.083 2.026 0.1330
H 0.754 6.223 3.450 0.0827
H 0.130 4.763 4.231 0.0859
H -0.561 5.350 2.677 0.0917
C -4.385 6.580 -1.614 -0.1316
O -4.516 5.196 -1.599 -0.1568
C -4.389 4.623 -2.878 -0.2074
C -4.386 3.125 -2.747 -0.2163
O -5.571 2.674 -2.135 -0.1684
C -5.764 1.304 -2.182 -0.1349
H -4.824 7.075 -0.744 0.0870
H -4.886 7.067 -2.460 0.0812
H -3.334 6.897 -1.582 0.0881
H -3.417 4.957 -3.266 0.1263
H -5.151 4.900 -3.618 0.1246
H -3.483 2.710 -2.288 0.1049
H -4.387 2.681 -3.760 0.1214
H -6.794 0.945 -2.142 0.0808
H -5.260 0.825 -1.328 0.0800
H -5.313 0.850 -3.080 0.0812
C 2.450 -1.524 2.665 -0.1010
O 2.831 -0.357 3.359 -0.1850
C 4.224 -0.228 3.470 -0.2263
C 4.544 1.047 4.241 -0.2007
O 4.030 1.104 5.540 -0.1797
C 4.634 0.203 6.437 -0.1129
H 1.361 -1.531 2.597 0.0876
H 2.703 -2.402 3.272 0.0878
H 2.859 -1.570 1.652 0.0811
H 4.651 -0.211 2.457 0.1298
H 4.710 -1.086 3.963 0.1166
H 4.149 1.859 3.631 0.1181
H 5.641 1.115 4.304 0.1239
H 4.394 -0.828 6.162 0.0841
H 4.267 0.387 7.445 0.0836
H 5.716 0.389 6.454 0.0899
C 0.989 -1.116 8.685 -0.1484
O 0.255 -0.329 7.805 -0.1716
C 1.081 0.151 6.735 -0.1821
C 0.214 0.763 5.658 -0.2040
O -0.992 0.033 5.547 -0.1951
C -1.756 0.403 4.392 -0.0710
H 1.633 -0.532 9.359 0.0831
H 1.646 -1.825 8.164 0.0809
H 0.354 -1.712 9.342 0.0825
H 1.713 -0.678 6.409 0.1090
H 1.710 0.919 7.196 0.1216
H 0.751 0.943 4.721 0.0992
H -0.127 1.767 5.956 0.1305
H -2.048 1.461 4.451 0.0924
H -2.701 -0.121 4.499 0.0902
H -1.083 0.271 3.543 0.0739
C 2.957 3.182 -7.475 -0.1112
O 1.843 3.135 -6.616 -0.1967
C 0.908 4.163 -6.847 -0.2189
C -0.414 3.943 -6.144 -0.2164
O -0.453 3.838 -4.741 -0.1612
C 0.219 2.722 -4.195 -0.0988
H 3.814 3.512 -6.871 0.0919
H 2.867 3.950 -8.251 0.0812
H 3.221 2.246 -7.966 0.0727
H 0.690 4.236 -7.926 0.1209
H 1.343 5.154 -6.647 0.1302
H -1.020 3.150 -6.603 0.1265
H -1.044 4.812 -6.369 0.1250
H 1.279 2.704 -4.468 0.0783
H -0.150 1.751 -4.539 0.0871
H 0.205 2.783 -3.111 0.0708
C 2.624 -4.371 0.663 -0.0895
O 3.489 -5.399 0.193 -0.1591
C 2.963 -6.069 -0.922 -0.2262
C 2.501 -7.473 -0.561 -0.2320
O 1.564 -7.411 0.474 -0.1792
C 1.298 -8.653 1.072 -0.1114
H 2.505 -3.538 -0.031 0.0762
H 3.116 -4.004 1.565 0.0749
H 1.669 -4.774 1.006 0.0870
H 3.768 -6.175 -1.661 0.1235
H 2.185 -5.567 -1.507 0.1218
H 3.385 -8.083 -0.320 0.1236
H 2.101 -7.987 -1.450 0.1258
H 2.233 -9.130 1.398 0.0881
H 0.871 -9.356 0.343 0.0863
H 0.623 -8.504 1.909 0.0875
C 3.015 -0.608 -6.612 -0.0932
O 3.258 -1.891 -7.174 -0.1765
C 4.329 -2.605 -6.593 -0.2124
C 4.054 -3.231 -5.230 -0.2252
O 3.818 -2.257 -4.261 -0.1869
C 3.148 -2.677 -3.100 -0.0971
H 2.105 -0.241 -7.088 0.0895
H 3.856 0.065 -6.807 0.0830
H 2.810 -0.643 -5.543 0.0818
H 5.296 -2.099 -6.653 0.1245
H 4.383 -3.487 -7.244 0.1218
H 4.945 -3.827 -4.963 0.1263
H 3.224 -3.941 -5.342 0.1253
H 2.430 -3.474 -3.304 0.0799
H 2.723 -1.820 -2.582 0.0726
H 3.863 -3.065 -2.354 0.0903
```

## Properties
maximum force	0.0955	hartree/bohr
HOMO energy	-6.25	eV
E_LUMO	0.94	eV
charge	-1



Entry 2:
Molecular formula: C3H6S
Method: DFT, the ωB97M-V functional and the def2-TZVPD basis

Structure (XYZ):
```
10
Properties=species:S:1:pos:R:3:lowdin_charge:R:1
C -0.247 1.180 -0.418 -0.1258
C -0.305 -0.188 0.427 -0.6220
C 0.189 -1.365 -0.125 -0.3607
S 1.344 -0.708 1.370 0.6026
H 0.506 1.233 -1.169 0.0169
H -1.344 1.685 -0.887 0.1378
H 0.205 2.120 0.260 0.1096
H -1.071 -0.291 1.116 0.0599
H 0.965 -1.342 -0.933 0.0812
H -0.241 -2.324 0.360 0.1005
```

## Properties
maximum force	0.0873	hartree/bohr
SMILES	C[C@H]1CS1
relative energy (zero: lowest compared OMol25 entry of this formula, charge and spin)	1.855	eV
HOMO energy	-8.69	eV
E_LUMO	0.95	eV



- Look up the E_LUMO of the first one.
  0.94 eV



- What is the E_LUMO in the first record?
  0.94 eV



- What is the maximum force in the first record?
  0.0955 hartree/bohr



- What is the formula in the first record?
  C32H80F4LiN2O24S4